<i>
{"formula": "C5H16N2O", "method": "ωB97M-V with the def2-TZVPD basis set", "species": ["O", "N", "N", "C", "C", "C", "C", "C", "H", "H", "H", "H", "H", "H", "H", "H", "H", "H", "H", "H", "H", "H", "H", "H"], "xyz": [[-1.6478, -2.9863, -1.8308], [-0.7288, 0.8616, 3.1050], [0.6460, -1.1955, -2.2013], [-0.0048, 1.7903, 2.1848], [1.1720, 0.6787, -0.6322], [-0.5611, 1.8191, 0.7518], [1.6405, -0.6216, -1.3080], [-0.1378, 0.4655, 0.1643], [-1.5924, 0.5261, 2.7037], [-0.9547, 0.0025, -0.3987], [-0.1282, 0.0676, 3.2774], [1.8200, -1.3087, -0.4367], [0.0029, 2.7699, 2.6690], [-1.3484, -2.7777, -0.9354], [0.9123, 1.5045, -1.2940], [1.9811, 0.9416, 0.0798], [0.0943, -0.2705, 0.9562], [1.0306, 1.3926, 2.2646], [-0.2822, 2.6918, 0.1645], [-2.0791, -2.2583, -2.2838], [-0.1472, -1.5157, -1.6896], [2.5765, -0.3188, -1.7945], [-1.6733, 1.9037, 0.7068], [1.0696, -1.9209, -2.7633]], "mulliken_charge": [-0.668, -0.628, -0.541, -0.620, -0.580, -0.780, -0.513, -0.364, 0.250, 0.304, 0.284, 0.263, 0.313, 0.348, 0.386, 0.238, 0.228, 0.254, 0.461, 0.351, 0.072, 0.400, 0.324, 0.218], "gap_ev": 9.7828, "e_homo_ev": -9.124, "smiles": "NCCCCCN.O", "lumo_ev": 0.66}


<ii>
{"formula": "C5H16N2O", "method": "ωB97M-V with the def2-TZVPD basis set", "species": ["O", "N", "N", "C", "C", "C", "C", "C", "H", "H", "H", "H", "H", "H", "H", "H", "H", "H", "H", "H", "H", "H", "H", "H"], "xyz": [[-1.3960, -2.8880, 1.1800], [1.8256, -0.3384, -2.3901], [-0.8104, 1.1448, 1.0682], [1.1219, -0.1472, -1.0895], [-0.1974, 0.5711, -1.2080], [-1.2015, 0.6477, 2.3882], [-1.2025, 0.3591, -0.1041], [2.1774, 0.5025, -0.2094], [1.7753, 0.8322, 0.7558], [-0.2712, 0.6053, 2.9778], [-1.2197, -0.7083, 0.1432], [2.7094, 1.3337, -0.6736], [-0.6778, 2.1194, 0.8940], [-2.2860, -2.5388, 1.2766], [-1.3814, -3.1316, 0.2388], [-0.7299, 0.3023, -2.1489], [1.2068, -0.7145, -3.0925], [2.3226, 0.4931, -2.7003], [0.9746, -1.1729, -0.7480], [2.9330, -0.2153, 0.0973], [-1.9922, 1.2223, 2.8346], [-2.2630, 0.5404, -0.3453], [-1.3560, -0.4333, 2.3638], [-0.0615, 1.6144, -1.5085]], "mulliken_charge": [-0.655, -0.682, -0.187, 0.783, -1.131, -0.883, 0.018, -1.256, 0.295, 0.296, -0.176, 0.332, 0.203, 0.332, 0.303, 0.337, 0.223, 0.243, 0.081, 0.338, 0.290, 0.349, 0.247, 0.301], "gap_ev": 8.7787, "e_homo_ev": -8.064, "smiles": "CNCC[C@H](C)N.O", "lumo_ev": 0.71}


Stability summary: most stable <i>, least stable <ii>.


<i>
{"formula": "C3H10O3", "method": "ωB97M-V with the def2-TZVPD basis set", "species": ["O", "O", "O", "C", "C", "C", "H", "H", "H", "H", "H", "H", "H", "H", "H", "H"], "xyz": [[-1.9388, 1.3443, -0.5683], [-3.4486, -1.3533, 0.5363], [5.0280, -0.6882, 3.7291], [-1.0764, 0.2602, -0.3081], [0.4474, 0.7113, -2.2020], [0.0578, 0.0756, -0.8847], [-0.4022, 0.2681, -2.7393], [0.9315, -0.1827, -0.1439], [-1.4028, -0.1206, 0.6327], [4.0629, -0.9750, 3.5274], [1.1723, 0.2385, -2.7140], [0.4305, 1.8194, -2.3100], [-3.3716, -2.0919, -0.1423], [-4.2803, -0.8683, 0.2650], [5.5675, -0.3081, 3.0565], [-1.7771, 1.8707, 0.2656]], "mulliken_charge": [-0.521, -0.656, -0.654, -0.299, -0.957, -0.062, 0.244, 0.179, 0.431, 0.336, 0.440, 0.218, 0.329, 0.324, 0.318, 0.330], "gap_ev": 9.5524, "e_homo_ev": -9.001, "smiles": "C/C=C\\O.O.O", "lumo_ev": 0.55}


<ii>
{"formula": "C3H10O3", "method": "ωB97M-V with the def2-TZVPD basis set", "species": ["O", "O", "O", "C", "C", "C", "H", "H", "H", "H", "H", "H", "H", "H", "H", "H"], "xyz": [[0.9501, 3.3650, 1.0992], [-1.0574, -0.4325, -2.1530], [-0.0552, -1.8771, 1.7122], [0.3997, -0.6471, -0.2546], [-0.0525, 0.2391, -1.3995], [-0.7138, -1.2190, 0.6341], [-0.7327, -1.1558, -2.6990], [-0.2569, -1.5311, 2.5764], [1.0761, -0.0836, 0.4078], [-0.4547, 1.1635, -0.9866], [1.4208, 2.6035, 0.7391], [-1.3245, -1.8512, 0.0021], [0.9115, -1.6009, -0.4743], [0.3964, 3.0908, 1.8262], [0.8261, 0.3274, -2.0505], [-1.3330, -0.3909, 1.0203]], "mulliken_charge": [-0.641, -0.563, -0.516, -0.413, -0.381, -0.401, 0.315, 0.302, 0.194, 0.321, 0.321, 0.240, 0.314, 0.317, 0.268, 0.326], "gap_ev": 10.5590, "e_homo_ev": -9.992, "smiles": "OCCCO.O", "lumo_ev": 0.57}


<iii>
{"formula": "C3H10O3", "method": "ωB97M-V with the def2-TZVPD basis set", "species": ["O", "O", "O", "C", "C", "C", "H", "H", "H", "H", "H", "H", "H", "H", "H", "H"], "xyz": [[5.9578, -2.5475, -1.2464], [-2.2638, 1.1359, -1.8601], [0.1252, 0.4077, 1.8946], [-2.0864, 0.0888, 0.4762], [-1.3287, 0.3266, 1.9038], [-1.6118, 1.0613, -0.6420], [-3.1379, 0.1600, 0.5876], [-1.6810, -0.5070, 2.5263], [0.4973, 0.2953, 1.0019], [5.2435, -2.1874, -1.8334], [-0.5278, 0.7270, -0.7996], [-1.6802, 2.1466, -0.3115], [-1.7287, 1.2582, 2.3079], [-1.8183, -1.0316, 0.2711], [-1.9073, 1.4700, -2.6390], [6.3480, -3.1598, -1.8440]], "mulliken_charge": [-0.634, -0.535, -0.475, -0.669, -0.306, -0.210, 0.375, 0.275, 0.314, 0.322, 0.187, 0.191, 0.284, 0.258, 0.310, 0.313], "gap_ev": 11.0035, "e_homo_ev": -10.302, "smiles": "OCCCO.O", "lumo_ev": 0.70}


<iv>
{"formula": "C3H10O3", "method": "ωB97M-V with the def2-TZVPD basis set", "species": ["O", "O", "O", "C", "C", "C", "H", "H", "H", "H", "H", "H", "H", "H", "H", "H"], "xyz": [[-0.0207, 2.7848, 0.7521], [-0.1387, -0.5074, -2.6604], [0.1055, -1.6703, 2.0788], [0.0014, -0.6143, 1.1273], [-0.0344, -1.1378, -0.3022], [-0.0317, -0.0192, -1.3273], [0.8320, -1.7877, -0.4432], [-0.5039, 3.6027, 0.6035], [0.8808, 0.0098, 1.2659], [0.7738, 3.0363, 1.2326], [-0.6983, -2.1971, 2.0219], [-0.8877, 0.6316, -1.1712], [0.8602, 0.6063, -1.2118], [-0.9306, -1.7495, -0.4448], [0.6757, -0.9853, -2.8654], [-0.8832, -0.0028, 1.3440]], "mulliken_charge": [-0.567, -0.536, -0.540, -0.415, -0.320, -0.459, 0.259, 0.289, 0.248, 0.291, 0.308, 0.274, 0.299, 0.261, 0.306, 0.301], "gap_ev": 10.5193, "e_homo_ev": -9.903, "smiles": "OCCCO.O", "lumo_ev": 0.62}


Stability summary: most stable <iv>, least stable <i>.